No. 1
This record from the Open Molecules 2025 dataset describes a single C11H13OPS molecule. The level of theory is wB97M-V/def2-TZVPD.

Element x y z (Å)
H1 -1.00776 -1.13741 2.34057
S1 0.70700 -3.89955 0.10241
C1 2.78263 -1.36596 0.02917
C2 -1.79992 -0.32569 -1.06696
O1 -2.59610 -1.54730 0.79267
H2 -1.29276 -2.59017 -1.71972
H3 4.90750 -0.86704 -0.16020
H4 -1.28779 0.61438 -1.33957
C3 1.51754 -0.80129 0.32602
C4 -1.34724 -1.18973 1.25053
H5 2.74958 -2.27935 -0.38609
H6 4.50660 1.42698 0.49291
H7 -2.77994 -0.44902 -1.59466
C5 -0.86990 -1.49822 -1.36730
C6 3.85396 -0.51693 0.02168
H8 0.53002 1.03900 1.10426
C7 1.38967 0.53487 0.71977
H9 -2.46262 1.87352 0.50106
H10 -3.77924 0.68321 0.64072
C8 2.53837 1.25242 0.80231
H11 2.43546 2.26489 0.99347
P1 0.12897 -1.98576 0.04700
C9 -2.77886 0.96760 0.93769
H12 -2.81772 1.01492 1.99317
C10 -2.14966 -0.30451 0.36796
H13 -0.07722 -1.29060 -2.14010
C11 3.73923 0.76709 0.45819

Summary:
Relative energy (zero: lowest compared OMol25 entry of this formula, charge and spin): 39.7 kJ/mol
SMILES string: C[C@@]12CC[P@@](=S)(c3ccccc3)[C@@H]1O2
HOMO-LUMO gap: 8.832 eV
Lowest unoccupied orbital energy: 0.57 eV
Largest force on an atom: 4.38 eV/A
HOMO: -0.3035 Ha

---

No. 2
This record from the Open Molecules 2025 dataset describes a molecular structure, C11H14AuF6N4O4S2SeSi. The level of theory is wB97M-V/def2-TZVPD.

Element x y z (Å)
O1 1.25286 -0.63505 -0.58290
N1 -1.04274 -1.74735 1.59670
H1 -0.63234 1.08415 -4.24940
Au1 -1.24534 -0.09305 -0.47870
C1 -0.86784 4.22335 -3.02440
H2 -1.46014 2.54925 1.99560
H3 1.55326 1.97305 -0.72150
F1 2.15846 -1.04185 2.14940
F2 -0.42974 -5.39765 0.84340
F3 3.27906 -2.82655 1.72830
H4 -0.35404 2.56905 4.20710
N2 -0.01644 -1.98265 3.93760
N3 -1.42454 0.52535 1.78720
H5 -1.72004 4.08175 -3.68250
N4 0.89376 -3.05045 0.11220
O2 2.84896 -2.33035 -1.32430
C2 -0.48864 1.63015 3.69170
C3 -1.20044 -4.71945 -0.01420
H6 0.30136 0.43435 5.29230
H7 -2.06774 2.40505 -0.43760
C4 -0.36084 -0.74085 3.59760
F4 -1.69584 -5.61075 -0.88000
H8 1.96566 3.43605 -1.60560
C5 -0.14364 0.44725 4.31040
O3 0.32836 -4.19165 -2.06050
C6 -1.13164 1.62815 2.45460
Si1 -0.32824 2.54515 -2.22620
C7 2.86186 -1.67105 1.21120
F5 -2.23534 -4.24905 0.68120
H9 -0.07254 4.67945 -3.60820
Se1 -0.34204 -3.04285 2.54640
C8 1.16216 2.91475 -1.09200
H10 0.98006 1.77565 -4.26880
C9 0.20936 1.36415 -3.62340
S1 -0.18894 -3.42675 -0.97390
C10 -0.96294 -0.62705 2.29300
H11 -2.63264 1.65555 -1.91380
F6 3.94986 -0.92865 0.96860
O4 -1.11734 -2.38755 -1.32160
C11 -1.76454 1.78535 -1.27550
S2 1.87326 -1.91175 -0.37320
H12 0.87856 3.51365 -0.23150
H13 -1.16694 4.93615 -2.26130
H14 0.59646 0.45565 -3.17330

Summary:
HOMO-LUMO gap: 5.114 eV
Lowest unoccupied orbital energy: 1.21 eV
Charge: -1
Largest force on an atom: 2.05 eV/A
HOMO: -0.1436 Ha

---

No. 3
This record from the Open Molecules 2025 dataset describes a molecular structure, C11H14BF3N6O3ReS. The level of theory is wB97M-V/def2-TZVPD.

Element x y z (Å)
C1 3.61141 -0.24752 1.08522
N1 2.54704 -0.75692 0.36680
N2 1.51562 -1.41971 -2.42267
C2 0.33052 2.68094 -0.22626
H1 0.72430 1.55529 0.00136
N3 3.10529 -1.76797 -0.51232
O1 0.66374 1.27628 2.66331
N4 1.08632 -3.10144 -0.67527
F1 -2.46253 1.88037 4.13039
C3 0.63189 -4.34709 -0.50456
H2 3.42112 0.55551 1.78172
C4 0.31964 0.45520 -2.86386
O2 -0.93274 0.00217 1.26029
C5 4.42523 -1.77420 -0.33390
H3 -0.23628 1.35747 -2.63322
C6 -0.47290 -3.02096 0.93344
C7 -0.34615 -4.33411 0.50538
B1 2.22061 -2.51054 -1.52762
H4 2.15118 -1.82538 -4.36020
H5 5.77397 -0.70505 1.03561
F2 -3.15301 1.07511 2.19172
H6 -1.08784 -2.50766 1.64956
H7 5.00831 -2.41048 -0.95169
C8 -2.10925 1.64909 2.83993
C9 4.78038 -0.87471 0.67017
H8 0.83813 0.49277 -5.00048
N5 0.66477 -0.42351 -1.84216
H9 2.82310 -3.35596 -2.10965
H10 -0.76556 2.72137 -0.43586
S1 -0.58947 0.52561 2.71911
H11 -0.88907 -5.17781 0.87077
O3 -0.77691 -0.51785 3.68831
Re1 0.67823 -0.34164 0.11473
F3 -1.81244 2.82684 2.23909
C10 0.91434 0.01848 -4.03816
H12 0.52969 3.20872 0.71786
H13 0.88911 3.09523 -1.09571
H14 1.04941 -5.11630 -1.11842
C11 1.62482 -1.14119 -3.72357
N6 0.37245 -2.24794 0.18168

Summary:
2S+1: 4
Relative energy (zero: lowest compared OMol25 entry of this formula, charge and spin): 0.0 kJ/mol
HOMO-LUMO gap (alpha / beta): 6.218 / 4.788 eV
Lowest unoccupied orbital energy (alpha / beta): -17.84 / -19.24 eV
Charge: +4
Largest force on an atom: 4.69 eV/A
HOMO (alpha / beta): -0.8843 / -0.8831 Ha